# 1
177
Properties=species:S:1:pos:R:3:forces:R:3 method="wB97M-V/def2-TZVPD" charge=-1 e_tot_ha=-14061.919451
C 5.943 2.981 -1.042 -0.210 -0.148 0.506
C 5.569 1.900 -2.023 0.576 0.311 -0.524
O 5.616 2.176 -3.214 -0.083 -0.094 -0.210
N 5.251 0.647 -1.558 -1.104 0.925 0.085
C 4.609 -0.142 -2.542 0.417 -0.691 0.041
C 3.422 0.371 -3.311 0.192 0.326 -0.393
O 4.992 -1.273 -2.744 0.111 -0.229 -0.044
Al 4.379 0.578 0.188 0.434 -0.471 1.381
C 3.460 -1.202 0.386 0.313 0.763 -0.640
C 2.200 -1.352 -0.493 0.328 -1.080 0.469
C 1.038 -1.938 0.300 -0.183 1.009 0.204
C 0.588 -1.072 1.497 -0.237 -0.877 0.501
C -0.918 -1.280 1.756 0.078 0.510 -0.609
C -1.726 -0.119 1.126 -0.025 -0.541 0.524
C -2.249 0.821 2.228 0.368 0.468 -0.992
C -2.286 2.302 1.768 -0.104 -0.618 -0.109
Si -3.830 2.793 0.827 0.128 0.566 -0.008
C -3.821 4.670 0.644 -0.090 -0.129 0.463
C -5.441 2.321 1.675 0.143 0.028 -0.374
C -3.798 2.053 -0.905 0.090 -0.016 0.354
C -2.591 1.857 -1.574 -0.580 -0.185 -0.529
C -2.605 1.341 -2.870 0.376 0.003 -0.246
C -3.783 1.021 -3.513 -0.486 0.808 0.943
C -5.002 1.202 -2.850 0.935 -0.420 0.330
C -4.987 1.712 -1.563 -0.160 -0.137 -0.073
C 5.893 0.534 1.553 -0.420 -0.097 -0.778
C 6.981 -0.391 0.966 -0.048 0.410 0.397
C 8.149 0.380 0.323 -0.094 -0.907 -0.162
C 8.269 0.154 -1.154 -0.142 0.776 -0.551
O 8.563 1.034 -1.926 0.108 0.154 -0.132
O 8.001 -1.086 -1.587 -0.147 -0.446 0.418
C 3.127 2.138 0.567 0.065 0.166 -0.190
C 1.911 2.323 -0.102 0.018 -0.573 -0.589
C 1.041 3.376 0.117 0.487 -0.171 0.519
N 1.298 4.309 1.035 -0.257 -0.128 -0.140
C 2.440 4.137 1.699 0.380 0.593 0.735
C 3.375 3.134 1.526 -0.470 -0.628 -0.433
H 6.092 2.612 -0.031 0.141 -0.038 0.063
H 6.820 3.514 -1.388 0.158 -0.076 -0.144
H 5.119 3.686 -0.986 -0.145 0.148 -0.053
H 2.862 1.153 -2.805 -0.101 -0.021 0.153
H 3.813 0.817 -4.222 0.082 0.128 -0.063
H 2.816 -0.472 -3.617 -0.232 -0.129 0.238
H 3.246 -1.366 1.442 -0.154 0.128 0.169
H 4.211 -1.953 0.131 -0.031 -0.188 -0.119
H 1.922 -0.425 -0.993 -0.268 0.066 0.035
H 2.425 -2.077 -1.276 0.047 0.185 -0.343
H 1.345 -2.892 0.715 -0.023 -0.242 -0.068
H 0.165 -2.115 -0.334 0.017 -0.017 -0.201
H 0.845 -0.020 1.382 -0.036 0.138 -0.072
H 1.115 -1.432 2.381 0.307 0.153 0.063
H -1.160 -1.337 2.816 0.023 -0.098 0.128
H -1.177 -2.234 1.299 -0.218 -0.166 0.135
H -2.552 -0.485 0.517 -0.090 -0.003 -0.106
H -1.039 0.399 0.461 -0.085 0.237 -0.163
H -3.243 0.483 2.509 -0.044 -0.110 0.299
H -1.575 0.723 3.072 -0.068 0.088 0.319
H -2.063 2.971 2.598 -0.251 0.149 0.133
H -1.457 2.432 1.069 0.164 0.183 0.022
H -4.039 5.117 1.617 -0.031 0.026 0.132
H -2.843 5.047 0.351 0.073 0.011 -0.275
H -4.591 5.025 -0.037 0.042 0.025 -0.223
H -6.247 2.882 1.202 -0.131 0.008 -0.062
H -5.647 1.260 1.538 -0.081 -0.117 0.150
H -5.450 2.566 2.733 0.095 -0.031 0.141
H -1.638 2.093 -1.127 0.058 0.047 0.145
H -1.668 1.182 -3.389 0.102 0.043 -0.007
H -3.809 0.653 -4.515 0.266 0.258 -0.400
H -5.911 0.921 -3.356 -0.235 -0.021 0.114
H -5.933 1.844 -1.052 -0.072 0.021 0.079
H 6.278 1.521 1.799 0.265 0.019 0.299
H 5.484 0.083 2.459 -0.072 0.102 0.183
H 7.392 -1.050 1.730 0.002 -0.147 0.078
H 6.534 -1.022 0.202 0.111 -0.273 -0.009
H 8.068 1.451 0.459 0.097 0.163 0.081
H 9.094 0.033 0.745 0.139 0.142 0.157
H 7.622 -1.020 -2.474 0.113 0.002 -0.136
H 1.634 1.603 -0.864 -0.161 0.022 -0.098
H 0.118 3.436 -0.441 -0.105 0.225 -0.046
H 2.650 4.867 2.470 -0.049 0.189 0.006
H 4.250 3.139 2.172 -0.674 -0.245 -0.772
Cl 2.027 -4.714 -0.986 0.041 -0.229 -0.064
C 1.841 -6.480 -1.083 0.059 0.169 -0.085
C 0.573 -6.956 -0.426 -0.075 -0.147 -0.115
Cl 0.613 -6.759 1.348 -0.004 0.004 -0.004
H 2.719 -6.935 -0.632 -0.007 0.005 0.041
H 1.827 -6.741 -2.139 -0.029 -0.018 -0.003
H 0.434 -8.018 -0.623 0.049 -0.016 0.036
H -0.295 -6.420 -0.801 0.022 0.090 0.057
Cl 3.180 -9.242 -2.529 -0.030 -0.157 -0.068
C 4.954 -9.324 -2.689 0.129 -0.092 0.037
C 5.631 -8.162 -2.007 0.090 0.057 -0.011
Cl 5.314 -6.622 -2.837 -0.053 0.007 0.038
H 5.193 -9.359 -3.749 -0.060 0.085 -0.024
H 5.274 -10.259 -2.233 -0.036 0.013 0.059
H 6.709 -8.314 -2.012 0.001 -0.028 -0.037
H 5.301 -8.062 -0.976 -0.047 0.008 -0.008
Cl -5.532 3.386 -4.369 -0.144 0.663 -0.658
C -5.652 4.302 -5.896 0.031 0.101 0.174
C -7.074 4.423 -6.380 0.000 0.199 -0.084
Cl -7.734 2.851 -6.916 0.061 -0.022 0.093
H -5.022 3.808 -6.632 -0.029 -0.062 0.009
H -5.247 5.296 -5.708 -0.057 0.026 -0.005
H -7.120 5.093 -7.237 0.025 -0.051 -0.043
H -7.727 4.812 -5.603 -0.010 -0.099 0.052
Cl -3.716 -9.537 1.520 -0.006 0.011 -0.034
C -2.318 -9.074 2.536 0.050 -0.028 -0.020
C -2.745 -8.357 3.788 0.000 -0.025 0.091
Cl -3.412 -6.739 3.447 -0.029 -0.008 0.005
H -1.652 -8.463 1.933 -0.041 0.052 -0.005
H -1.798 -9.993 2.792 -0.088 0.046 0.070
H -1.882 -8.215 4.435 0.054 0.017 -0.048
H -3.497 -8.922 4.333 -0.069 0.027 -0.058
Cl 0.537 -11.176 2.595 0.107 -0.027 0.013
C 1.945 -10.731 3.597 0.166 -0.107 -0.033
C 1.558 -10.013 4.862 0.011 -0.019 0.086
Cl 0.911 -8.388 4.533 -0.028 0.030 0.039
H 2.607 -10.125 2.984 -0.071 0.066 -0.025
H 2.458 -11.659 3.846 -0.039 -0.019 0.034
H 2.437 -9.885 5.491 0.036 0.013 -0.044
H 0.810 -10.566 5.425 -0.049 -0.002 -0.055
Cl 5.739 3.781 3.449 0.838 0.451 0.551
C 6.945 5.085 3.636 0.097 -0.146 0.226
C 6.330 6.297 4.293 0.144 0.046 -0.072
Cl 5.184 7.081 3.177 -0.094 0.082 0.107
H 7.348 5.334 2.658 -0.121 -0.062 -0.069
H 7.752 4.681 4.247 -0.031 0.063 0.073
H 7.094 7.035 4.532 0.059 -0.042 -0.070
H 5.812 6.030 5.210 -0.142 -0.017 -0.080
Cl -0.210 4.335 -3.099 -0.151 0.016 -0.048
C 0.929 5.549 -3.737 -0.080 0.142 -0.137
C 2.231 4.917 -4.149 0.132 0.045 -0.037
Cl 3.134 4.341 -2.736 -0.002 -0.018 -0.008
H 1.082 6.307 -2.973 0.008 -0.083 0.092
H 0.446 6.016 -4.594 0.008 -0.062 -0.037
H 2.859 5.649 -4.656 -0.040 0.054 0.026
H 2.072 4.078 -4.822 -0.021 -0.052 0.064
Cl -1.206 8.547 2.803 -0.015 0.052 0.005
C -0.824 6.828 2.485 -0.044 -0.171 -0.115
C -0.038 6.202 3.604 -0.093 -0.212 -0.018
Cl 1.613 6.859 3.689 0.042 0.219 0.216
H -0.281 6.770 1.546 0.068 0.004 0.048
H -1.775 6.311 2.367 -0.031 -0.004 0.054
H 0.056 5.131 3.424 0.049 0.032 -0.137
H -0.514 6.349 4.570 0.019 0.123 0.002
Cl -3.793 4.138 6.027 0.055 0.054 -0.072
C -5.100 3.016 6.472 -0.104 0.038 0.076
C -4.641 1.583 6.478 -0.050 -0.193 0.067
Cl -4.283 0.979 4.842 0.007 0.063 0.183
H -5.923 3.167 5.778 0.044 -0.009 -0.066
H -5.433 3.298 7.470 0.037 -0.024 0.022
H -5.430 0.951 6.884 -0.035 0.031 -0.006
H -3.748 1.451 7.085 0.047 0.044 -0.057
Cl -6.952 -2.665 -2.861 -0.012 0.010 -0.036
C -5.551 -3.680 -3.298 0.007 -0.114 0.028
C -4.242 -2.967 -3.081 0.129 -0.070 -0.016
Cl -4.005 -1.619 -4.222 -0.121 -1.226 -0.065
H -5.670 -3.985 -4.335 -0.021 0.079 -0.030
H -5.594 -4.568 -2.670 0.011 0.036 0.055
H -3.418 -3.663 -3.231 -0.022 -0.022 -0.031
H -4.170 -2.561 -2.074 -0.051 0.069 -0.026
Cl -0.659 0.780 5.946 -0.036 0.017 -0.022
C 0.723 -0.301 5.619 0.010 -0.172 0.039
C 2.038 0.429 5.687 0.127 0.020 0.001
Cl 2.236 1.576 4.344 -0.009 0.050 -0.059
H 0.571 -0.756 4.642 -0.035 0.101 -0.053
H 0.697 -1.086 6.374 0.003 0.030 0.034
H 2.858 -0.286 5.617 -0.041 -0.050 -0.041
H 2.138 0.977 6.621 -0.051 0.037 -0.009
Cl -12.162 4.405 -8.624 -0.015 0.011 -0.023
C -11.951 2.643 -8.800 -0.063 -0.099 0.037
C -10.528 2.269 -9.119 0.038 -0.068 0.071
Cl -10.045 2.789 -10.756 0.008 0.025 -0.001
H -12.636 2.300 -9.571 0.012 0.068 -0.049
H -12.242 2.192 -7.853 0.053 0.021 0.032
H -10.418 1.186 -9.085 -0.046 -0.010 -0.028
H -9.831 2.707 -8.409 -0.057 0.053 -0.096



# 2
110
Properties=species:S:1:pos:R:3:forces:R:3 method="wB97M-V/def2-TZVPD" charge=+1 e_tot_ha=-5493.086119
C 4.970 1.047 3.757 -0.011 -0.017 -0.001
O 4.161 1.383 2.649 -0.161 0.081 -0.014
C 4.866 1.476 1.431 0.192 0.020 0.159
C 5.302 0.125 0.892 -0.039 -0.112 -0.166
C 4.113 -0.809 0.687 -0.004 0.182 -0.005
C 4.434 -1.958 -0.257 0.105 -0.016 0.160
C 3.329 -3.005 -0.358 0.172 -0.017 -0.076
N 1.960 -2.466 -0.458 -0.137 -0.111 -0.081
C 1.561 -1.478 -1.158 0.110 -0.121 -0.045
O 2.419 -0.752 -1.924 0.077 0.168 0.083
C 2.537 -1.074 -3.185 -0.099 -0.227 -0.113
N 2.677 -1.368 -4.286 0.034 0.105 0.028
C 0.127 -1.121 -0.973 -0.183 -0.151 -0.219
Br 0.343 0.197 0.494 0.071 0.100 0.125
C -0.595 -0.509 -2.169 -0.013 0.091 -0.118
C -0.402 0.984 -2.451 -0.151 0.054 -0.285
C -1.422 1.886 -1.743 0.060 -0.174 0.232
C -0.806 3.164 -1.198 -0.022 0.146 -0.032
C -1.745 3.956 -0.274 0.234 -0.347 -0.052
C -1.393 3.813 1.196 -0.078 0.409 0.029
O -2.206 2.769 1.774 -0.027 -0.055 -0.050
C -1.909 2.429 3.041 0.287 0.086 -0.054
C -2.934 1.508 3.625 0.075 -0.188 0.192
O -0.919 2.810 3.612 -0.122 -0.008 -0.018
C -0.391 -2.510 -0.523 -0.146 -0.097 -0.127
C -1.735 -2.561 0.191 0.125 0.357 0.194
O -1.750 -1.720 1.316 -0.016 -0.200 0.118
C -3.040 -1.262 1.717 0.052 -0.081 -0.203
B -0.494 -3.457 -1.841 -0.324 0.218 -0.082
N -1.554 -4.387 -1.998 1.046 -0.687 0.030
O 0.441 -3.252 -2.837 0.299 -0.173 0.451
C 0.788 -3.007 0.326 0.397 0.339 0.449
C 0.871 -4.469 0.724 0.017 -0.090 -0.149
C 0.842 -4.685 2.255 0.089 -0.213 0.022
N 1.931 -3.895 2.835 -0.050 -0.012 0.208
N 1.063 -6.102 2.463 -0.207 -0.007 -0.089
N -0.437 -4.368 2.875 -0.017 0.186 -0.144
H 5.171 -0.028 3.809 0.053 -0.024 -0.029
H 5.923 1.585 3.726 0.028 0.010 0.015
H 4.430 1.341 4.654 -0.032 0.001 0.022
H 4.189 1.962 0.726 -0.050 -0.020 -0.014
H 5.742 2.125 1.553 0.004 0.032 0.007
H 5.797 0.290 -0.069 0.056 0.029 0.003
H 6.042 -0.333 1.552 0.038 -0.012 -0.001
H 3.300 -0.196 0.290 -0.067 -0.068 0.033
H 3.766 -1.196 1.649 -0.024 -0.011 0.026
H 5.301 -2.492 0.136 0.038 -0.066 -0.086
H 4.729 -1.586 -1.238 -0.053 0.052 -0.025
H 3.344 -3.623 0.536 -0.148 0.057 0.108
H 3.472 -3.658 -1.222 0.019 -0.024 -0.006
H -1.661 -0.707 -2.030 -0.029 0.013 0.017
H -0.294 -1.069 -3.055 0.032 -0.140 0.045
H -0.507 1.102 -3.530 0.071 0.083 -0.025
H 0.614 1.307 -2.216 0.040 -0.078 0.076
H -2.240 2.130 -2.424 -0.044 -0.022 -0.013
H -1.868 1.330 -0.913 -0.059 0.060 0.045
H 0.093 2.902 -0.634 0.078 0.039 -0.085
H -0.478 3.790 -2.031 0.016 -0.003 -0.026
H -1.713 5.012 -0.531 -0.073 0.043 0.005
H -2.764 3.587 -0.405 -0.123 0.267 -0.051
H -1.606 4.740 1.729 -0.041 -0.047 0.118
H -0.336 3.603 1.347 0.014 -0.117 0.043
H -2.732 0.489 3.290 0.039 0.333 0.206
H -3.938 1.776 3.310 -0.046 0.028 -0.021
H -2.845 1.531 4.706 -0.054 0.039 0.047
H -2.522 -2.286 -0.516 -0.063 -0.023 0.003
H -1.913 -3.594 0.514 -0.115 -0.080 -0.146
H -3.833 -1.769 1.166 -0.044 -0.050 -0.001
H -3.110 -0.187 1.541 -0.038 -0.108 -0.181
H -3.170 -1.452 2.781 -0.016 -0.099 0.002
H -1.788 -4.970 -1.205 -0.514 0.295 0.059
H -1.440 -4.997 -2.801 -0.279 0.071 -0.081
H 0.726 -4.055 -3.284 -0.188 0.101 -0.394
H 0.837 -2.402 1.237 -0.198 0.066 0.019
H 0.060 -5.053 0.287 -0.070 0.038 -0.002
H 1.788 -4.938 0.372 0.030 0.028 -0.125
H 2.161 -4.303 3.735 0.019 -0.013 -0.005
H 1.628 -2.951 3.058 0.012 0.041 -0.093
H 0.512 -6.425 3.247 0.152 0.024 0.138
H 2.039 -6.327 2.606 0.018 -0.023 -0.069
H -0.635 -3.372 2.839 -0.001 0.000 -0.007
H -1.195 -4.836 2.387 -0.002 -0.089 0.087
C 3.166 7.376 2.732 0.010 -0.031 -0.143
C 2.045 8.380 2.607 0.024 0.024 0.220
O 1.742 8.658 1.215 -0.004 0.010 0.006
C 0.972 7.785 0.601 -0.030 0.035 -0.124
O 0.490 6.786 1.050 -0.036 -0.105 0.051
C 0.708 8.244 -0.854 0.030 -0.066 0.138
F 1.827 8.650 -1.452 0.067 0.023 -0.049
F -0.166 9.255 -0.856 -0.048 0.066 -0.012
F 0.192 7.241 -1.560 -0.041 -0.052 -0.051
H 4.050 7.722 2.197 0.015 0.021 0.041
H 3.423 7.247 3.783 0.000 0.007 0.009
H 2.871 6.407 2.329 -0.027 -0.006 0.035
H 2.325 9.346 3.018 0.011 0.024 -0.063
H 1.137 8.039 3.102 -0.023 -0.039 -0.068
C -4.180 -3.394 -5.618 -0.175 0.034 -0.017
C -4.224 -2.951 -4.173 0.276 -0.049 -0.018
O -5.454 -2.262 -3.865 0.008 0.008 -0.004
C -6.494 -3.039 -3.596 -0.075 0.057 0.050
O -6.517 -4.232 -3.573 0.018 -0.023 -0.010
C -7.720 -2.163 -3.241 0.127 -0.096 -0.045
F -7.861 -1.153 -4.097 -0.022 0.068 -0.051
F -7.548 -1.652 -2.012 0.005 0.040 0.071
F -8.824 -2.890 -3.246 -0.084 -0.041 0.014
H -4.331 -2.543 -6.283 0.051 0.006 -0.003
H -3.209 -3.840 -5.839 0.010 0.005 0.001
H -4.953 -4.132 -5.824 0.026 -0.032 0.020
H -3.442 -2.222 -3.965 -0.054 0.058 0.011
H -4.106 -3.789 -3.488 -0.073 -0.015 -0.004



Q: Among the records above, which one has the highest charge?
A: C31H55BBrF6N6O10